C24H20O3PRbS5 | ωB97M-V with the def2-TZVPD basis set

**Relative energy (zero: lowest compared OMol25 entry of this formula, charge and spin)**: 0.000 eV
**Electronic energy**: -95479.909 eV
**LUMO energy**: 4.101 eV
**Largest force on an atom**: 0.80 eV Å⁻¹
**HOMO level**: -0.6 eV
**Frontier orbital gap**: 4.685 eV

```
! RIJCOSX wB97M-V def2-TZVPD def2/J DEFGRID3
* xyz -2 1
Rb 0.39235 2.90899 0.72796
C 1.69585 0.44035 3.76510
C 2.54237 1.51053 4.02045
C 2.01283 2.77302 4.25079
C 0.63617 2.96934 4.22498
C -0.20850 1.89912 3.96966
C 0.32109 0.63429 3.74075
H 2.10973 -0.53701 3.54666
H 3.61647 1.36768 4.00312
H 2.67570 3.61491 4.41436
H 0.21778 3.96255 4.32598
H -1.27612 2.05529 3.87390
H -0.34601 -0.17964 3.48591
S -1.01442 5.54359 2.12557
S -2.55513 4.70177 1.03440
S -3.40495 3.11396 2.01802
S -2.57204 1.33013 1.40448
O 3.86538 2.14858 -2.05599
S 2.61227 1.75363 -1.43214
O 1.48165 2.62492 -1.73803
O 2.71862 1.45361 -0.00604
C 2.22577 0.17921 -2.27204
C 3.12123 -0.21743 -3.26282
C 2.91963 -1.37300 -3.99396
C 1.79797 -2.15445 -3.73802
C 0.90930 -1.76723 -2.75695
C 1.10032 -0.60033 -2.00210
P -0.14114 -0.13531 -0.72224
C -0.26675 -1.70538 0.20717
C 0.81909 -2.57844 0.31300
C 0.76579 -3.67766 1.15646
C -0.36944 -3.92128 1.91756
C -1.44278 -3.04457 1.83850
C -1.39112 -1.94179 0.99883
C -1.66799 -0.16712 -1.75901
C -2.38818 -1.30314 -2.11876
C -3.53221 -1.20193 -2.89621
C -3.97540 0.03940 -3.32948
C -3.26684 1.17896 -2.97442
C -2.13252 1.07606 -2.18775
H 3.98135 0.40999 -3.44800
H 3.62852 -1.65941 -4.76156
H 1.61883 -3.06174 -4.30426
H 0.04011 -2.38115 -2.56050
H 1.71532 -2.38994 -0.26460
H 1.61923 -4.34278 1.22257
H -0.40929 -4.77710 2.58099
H -2.32330 -3.20627 2.44838
H -2.21705 -1.23814 0.98140
H -2.07260 -2.27863 -1.76748
H -4.09065 -2.09353 -3.15887
H -4.87689 0.12154 -3.92488
H -3.61777 2.15530 -3.28375
H -1.60159 1.96769 -1.87712
*
```

***

C24H21AuBrClN2O5 | ωB97M-V with the def2-TZVPD basis set

**Electronic energy**: -124700.816 eV
**LUMO energy**: 4.100 eV
**Largest force on an atom**: 0.39 eV Å⁻¹
**HOMO level**: 0.0 eV
**Frontier orbital gap**: 4.061 eV

```
! RIJCOSX wB97M-V def2-TZVPD def2/J DEFGRID3
* xyz -2 1
Au 2.22395 1.46502 -1.33994
C -0.64637 1.92321 -4.80175
O 0.28227 0.96057 -4.34837
C -0.23521 -0.14884 -3.75507
C -1.43323 -0.68305 -4.04208
C -2.00151 -1.76001 -3.26655
Br -3.57333 -2.53727 -4.09816
C -1.61962 -2.29910 -2.08892
C -0.51514 -1.99596 -1.22756
C 0.40594 -0.84939 -1.49477
O 1.69527 -1.02574 -1.00261
C -0.27835 -2.81930 -0.11584
N 0.77960 -2.75456 0.71241
C 0.61113 -3.73931 1.64901
C 1.40304 -4.10413 2.73032
C 0.98971 -5.16522 3.53257
C -0.19015 -5.85806 3.27208
C -0.99776 -5.50403 2.18852
C -0.58051 -4.45142 1.40102
N -1.11689 -3.85928 0.27769
H -1.12131 1.61638 -5.74020
H -0.07836 2.83665 -4.96986
H -1.40637 2.08781 -4.03654
H -2.05836 -0.19443 -4.77431
H -2.25040 -3.12281 -1.77440
H 1.65159 -1.59821 -0.19176
H 2.31345 -3.55918 2.94191
H 1.59811 -5.45472 4.38114
H -0.48736 -6.67725 3.91517
H -1.91890 -6.03613 1.98052
H -2.00120 -4.08184 -0.13696
C -1.33578 3.74317 0.68035
C -0.02808 3.73913 1.44383
C 0.03078 4.46518 2.60767
C 1.16130 4.53413 3.41851
Cl 1.19203 5.58889 4.84128
C 2.31966 3.88020 2.98841
C 2.32806 3.14714 1.83922
C 1.13761 2.91553 0.98247
O 0.90399 1.39507 1.17956
C -0.16784 0.71489 0.59666
C -0.22233 0.46958 -0.93447
O -0.99007 1.11305 -1.62460
O 0.66319 -0.68819 -2.92369
H -1.75219 4.75505 0.61008
H -2.10454 3.12124 1.15654
H -1.24010 3.35942 -0.33408
H -0.85250 5.03162 2.89845
H 3.23439 3.97134 3.56689
H 3.23625 2.64530 1.52496
H -1.12996 1.19408 0.80880
H -0.17044 -0.28312 1.05319
C 1.49777 3.16645 -0.50194
H 0.63099 3.42707 -1.10989
H 2.21410 3.98340 -0.54493
*
```

***

C24H21BBrF6N6O4PReS2 | ωB97M-V with the def2-TZVPD basis set

**Electronic energy**: -162457.412 eV
**LUMO energy (alpha / beta)**: -7.956 / -9.008 eV
**Largest force on an atom**: 0.39 eV Å⁻¹
**HOMO level (alpha / beta)**: -13.2 / -14.6 eV
**Frontier orbital gap (alpha / beta)**: 5.198 / 5.627 eV
**<S²>**: 3.824

```
! RIJCOSX wB97M-V def2-TZVPD def2/J DEFGRID3
* xyz 2 4
Re -0.49204 0.02960 0.04488
O 3.65394 -4.16458 2.08414
C 2.79524 -3.27794 1.62327
C 2.72956 -2.86036 0.28711
C 1.77720 -1.94265 -0.05558
N 0.88348 -1.39675 0.81348
C 0.98281 -1.79610 2.10763
Br -0.14981 -1.03739 3.39536
C 1.89982 -2.71938 2.54165
H 4.24104 -4.51259 1.39779
H 3.40145 -3.24538 -0.46801
H 1.71345 -1.60592 -1.07976
H 1.93741 -3.01904 3.57850
N -1.82343 1.44433 -0.90908
H -2.70115 1.08116 -1.27715
H -1.36497 1.91661 -1.69014
H -2.03616 2.18743 -0.22347
C 1.86188 6.20392 1.78431
C 1.61947 4.80510 2.29714
C 1.83886 4.65892 3.78280
O 0.21522 4.49768 1.91171
P -0.68488 3.26589 2.22354
S -1.03502 2.63733 3.97416
S 0.47753 1.67732 1.17864
O -1.86361 3.44616 1.18026
C -2.71508 4.68798 1.04395
C -2.90205 5.38031 2.37222
C -2.11514 5.55575 -0.03461
H 2.91068 6.46055 1.92534
H 1.25842 6.92438 2.33540
H 1.63109 6.28109 0.72339
H 2.22026 4.08402 1.73561
H 1.15807 5.30210 4.34035
H 2.85929 4.96942 4.00604
H 1.71384 3.63518 4.12788
H -3.66194 4.25514 0.71950
H -2.00046 5.90994 2.68206
H -3.20142 4.68342 3.15278
H -3.70037 6.11287 2.25784
H -1.11964 5.88986 0.24766
H -2.74400 6.43520 -0.17090
H -2.06373 5.03603 -0.99060
O -2.29718 -2.43302 -0.99845
C -1.57991 -1.53724 -0.82287
F 1.09408 -2.20726 -6.75776
C 0.18768 -1.24769 -6.65766
C -0.33342 -0.69108 -7.81502
F 0.11953 -1.15602 -8.96058
C -1.30587 0.32811 -7.78968
C -1.71998 0.75260 -6.50681
C -1.19379 0.19098 -5.37132
F -1.61875 0.62698 -4.16430
C -0.22977 -0.81499 -5.40372
C 0.30346 -1.36495 -4.15848
C -0.20550 -1.14274 -2.95948
N -0.52585 -0.97807 -1.80131
C 1.49064 -2.16585 -4.04468
N 2.47327 -2.71730 -3.82690
F -2.62825 1.70242 -6.35778
C -1.84448 0.90163 -8.99382
C -1.47095 0.46297 -10.28015
N -1.21122 0.12611 -11.35084
C -2.78538 1.95306 -8.96919
N -3.55530 2.80959 -8.98685
F -2.69858 -1.53085 1.64129
B -2.19909 -0.34841 1.42548
F -2.82835 0.72168 1.85335
*
```

***

C24H21BCl2N2O9SeTc | ωB97M-V with the def2-TZVPD basis set

**Electronic energy**: -139906.915 eV
**LUMO energy (alpha / beta)**: -1.071 / -0.670 eV
**Largest force on an atom**: 1.59 eV Å⁻¹
**HOMO level (alpha / beta)**: -8.4 / -8.2 eV
**Frontier orbital gap (alpha / beta)**: 7.333 / 7.484 eV
**<S²>**: 0.761

```
! RIJCOSX wB97M-V def2-TZVPD def2/J DEFGRID3
* xyz 0 2
Tc 1.66512 -1.18501 -0.98451
O 3.00949 1.33648 1.95213
C 2.21153 0.89043 1.15247
O 2.29776 -0.30524 0.64759
C 0.93759 1.70484 0.84786
C -0.13563 1.13327 1.80913
C -1.34693 2.07348 1.90204
C -2.05244 1.79607 0.55280
C -1.08581 0.77991 -0.06529
O -0.64224 0.02510 1.06097
C 0.21030 1.52813 -0.51164
C 0.92019 0.75311 -1.61441
O 2.17390 0.66683 -1.77662
O 0.15991 0.58366 -2.76718
H 1.17030 2.74215 1.07094
H 0.26249 0.81638 2.76914
H -1.97106 1.79037 2.74883
H -1.04171 3.11174 2.02175
H -3.03678 1.35347 0.69775
H -2.15700 2.68108 -0.07134
H -1.51170 0.10881 -0.80858
H -0.04021 2.50217 -0.93342
O -1.58457 2.31660 -2.74598
B -1.04182 1.08789 -3.12590
O -1.90149 0.39447 -3.95557
C -3.00136 1.20086 -4.09854
C -4.16146 0.96617 -4.79914
C -5.13095 1.96494 -4.76386
C -4.92132 3.15176 -4.07272
C -3.74908 3.37789 -3.35596
C -2.80749 2.37517 -3.37667
H -4.30441 0.04359 -5.34466
H -6.06803 1.80354 -5.27924
H -5.68845 3.91435 -4.08431
H -3.57604 4.29933 -2.81653
C 3.65647 -2.82953 2.17587
N 2.27878 -2.65397 2.58904
C 1.17894 -2.90703 1.86406
Se 1.04702 -3.38660 0.05851
N 0.10689 -2.68845 2.64243
C 0.50404 -2.18854 3.86811
C -0.20305 -1.76315 4.98216
C 0.53666 -1.24618 6.03095
C 1.93067 -1.15874 5.96615
C 2.63872 -1.61712 4.87035
C 1.89823 -2.14876 3.82526
H 3.67757 -3.15963 1.14193
H 4.13106 -3.57767 2.81127
H 4.18067 -1.87988 2.25786
H -0.83195 -2.71578 2.28340
H -1.28297 -1.81929 5.01842
H 0.02597 -0.89305 6.91649
H 2.46881 -0.70990 6.78984
H 3.71473 -1.53457 4.81329
Cl 4.00028 -2.90737 -4.00777
C 2.85848 -1.55345 -4.19371
Cl 2.94242 -0.85671 -5.80329
C 1.44207 -2.12528 -3.89755
O 0.77914 -2.60625 -4.77476
O 1.11769 -2.06422 -2.63532
H 3.14208 -0.79264 -3.47432
*
```